{
  "formula": "C35H83N3O12",
  "method": "ωB97M-V/def2-TZVPD",
  "species": ["O", "H", "H", "C", "C", "C", "C", "C", "C", "N", "O", "C", "C", "C", "H", "H", "H", "H", "H", "H", "H", "H", "H", "H", "H", "H", "H", "H", "H", "H", "H", "H", "H", "C", "C", "C", "C", "C", "C", "N", "O", "C", "C", "C", "H", "H", "H", "H", "H", "H", "H", "H", "H", "H", "H", "H", "H", "H", "H", "H", "H", "H", "H", "C", "C", "C", "C", "C", "C", "N", "O", "C", "C", "C", "H", "H", "H", "H", "H", "H", "H", "H", "H", "H", "H", "H", "H", "H", "H", "H", "H", "H", "H", "C", "C", "O", "O", "H", "H", "H", "H", "H", "H", "C", "C", "O", "O", "H", "H", "H", "H", "H", "H", "C", "C", "O", "O", "H", "H", "H", "H", "H", "H", "C", "C", "O", "O", "H", "H", "H", "H", "H", "H"],
  "coordinates": [[2.231126, 1.002652, 2.130760], [1.681047, 1.769186, 1.969262], [1.624771, 0.262447, 2.105162], [-2.408102, 0.829587, 1.219051], [-0.841808, 0.922597, 1.401146], [-0.191074, -0.455335, 1.609628], [0.044683, -1.314075, 0.401647], [0.807500, -0.639630, -0.701080], [0.264004, 0.789477, -0.950304], [-0.215332, 1.616374, 0.238061], [-0.588109, 2.936305, -0.029299], [1.348082, 1.652008, -1.575770], [-0.981397, 0.674233, -1.850455], [-0.594533, 1.695346, 2.768008], [-2.997724, 1.737845, 1.094640], [-2.879135, 0.490529, 2.141696], [-2.674654, 0.063530, 0.490894], [0.645476, -0.436016, 2.308132], [-0.973980, -0.904118, 2.220982], [-0.957832, -1.665130, 0.157095], [0.672387, -2.146973, 0.718466], [0.742998, -1.306872, -1.560580], [1.819568, -0.479870, -0.329194], [2.019637, 2.159162, -0.883019], [2.067117, 1.061695, -2.143772], [0.956584, 2.520661, -2.105194], [-0.656043, 0.018568, -2.658136], [-1.793596, 0.140670, -1.356759], [-1.400463, 1.550814, -2.344514], [-0.537775, 2.766656, 2.575239], [0.361737, 1.460590, 3.235500], [-1.463586, 1.750316, 3.423621], [0.269123, 3.367329, -0.060758], [-2.808462, -4.496417, 1.891284], [-2.091707, -3.158519, 1.940467], [-2.737632, -2.475898, 3.162042], [-2.050380, -2.694321, 4.530856], [-0.538143, -2.406325, 4.478452], [0.187842, -3.140565, 3.293099], [-0.581959, -3.153203, 2.036391], [0.005333, -3.986677, 1.015840], [1.505990, -2.360530, 3.070589], [0.661481, -4.501718, 3.818479], [-2.514907, -2.362141, 0.774493], [-2.802493, -4.960898, 2.877352], [-2.276184, -5.170978, 1.220650], [-3.861727, -4.495245, 1.610761], [-2.681898, -1.392637, 3.054649], [-3.739678, -2.880799, 3.303657], [-2.242888, -3.738303, 4.778142], [-2.490185, -2.253033, 5.425253], [0.053833, -2.697407, 5.346180], [-0.392058, -1.327440, 4.426169], [2.186859, -2.858433, 2.380226], [1.341878, -1.428602, 2.529577], [1.942552, -1.929586, 3.971589], [1.379236, -4.476478, 4.638410], [-0.237465, -5.042789, 4.113844], [1.146531, -5.083287, 3.034498], [-2.437622, -1.278514, 0.863280], [-3.532665, -2.705675, 0.589356], [-1.947841, -2.763121, -0.065599], [0.320958, -3.284745, 0.442045], [6.479931, -2.376996, -1.748052], [6.474429, -0.751072, -1.672336], [6.126586, -0.213361, -3.136148], [4.619677, -0.372447, -3.354501], [3.807728, 0.487438, -2.289924], [4.089361, -0.149054, -0.839240], [5.562222, -0.355036, -0.588782], [5.798197, -0.965398, 0.654128], [3.504637, 0.822668, 0.148373], [3.419797, -1.487881, -0.769094], [7.987240, -0.222859, -1.343235], [5.536434, -2.764376, -2.132550], [6.487178, -2.804588, -0.745446], [7.380124, -2.874399, -2.109077], [6.533035, 0.785291, -3.296126], [6.649707, -0.816807, -3.877965], [4.384891, -1.422972, -3.183104], [4.285560, -0.188664, -4.375624], [2.725804, 0.459185, -2.419390], [4.172065, 1.494633, -2.492189], [3.832080, 1.853544, 0.013554], [2.420982, 0.842863, 0.032676], [3.669102, 0.434338, 1.153485], [3.487856, -1.839607, 0.260355], [2.355748, -1.387771, -0.983248], [3.822511, -2.165982, -1.521491], [8.256880, -0.843075, -0.488419], [7.834829, 0.758084, -0.893088], [8.628014, -0.186820, -2.224264], [6.053486, -0.125925, 1.043646], [-2.023872, 4.249608, -1.249235], [-2.314129, 5.258274, -2.429972], [-3.649996, 5.409914, -2.845042], [-2.081827, 2.842562, -1.562880], [-2.683873, 4.506489, -0.420674], [-1.006714, 4.574314, -1.029980], [-1.668985, 5.110490, -3.296024], [-2.014534, 6.284322, -2.216469], [-3.990700, 4.516044, -2.925788], [-1.463260, 2.448624, -0.943372], [-4.021278, 1.092568, -0.745088], [-5.253620, 0.098401, -0.924324], [-6.505146, 0.636337, -0.583340], [-4.256953, 2.406410, -1.191574], [-3.095417, 0.600871, -1.043608], [-3.983233, 1.381966, 0.305097], [-4.876744, -0.606425, -0.183198], [-5.486448, -0.383274, -1.874004], [-6.650305, 1.227888, -1.325359], [-3.413427, 2.825626, -1.376814], [-0.636962, -1.284503, -4.472044], [-1.787122, -0.299644, -4.399966], [-2.956662, -0.837914, -5.236945], [-0.398416, -1.351221, -5.810144], [-0.791955, -2.356489, -4.349850], [0.083370, -1.038413, -3.691869], [-1.412731, 0.607760, -4.873810], [-2.196467, -0.046925, -3.421870], [-3.613082, -0.137591, -5.253263], [-1.170829, -1.663095, -6.287332], [-3.180179, 4.514227, 1.619515], [-4.232992, 3.437856, 1.890355], [-3.756006, 2.616085, 2.819516], [-3.114793, 5.443007, 2.735113], [-3.548938, 5.139762, 0.806596], [-2.204723, 4.035488, 1.533595], [-4.345750, 2.830677, 0.992185], [-5.202852, 3.838564, 2.185127], [-3.325111, 3.120798, 3.513203], [-2.320723, 5.941340, 2.528428]],
  "atomic_forces_ev_per_a": [[-0.1217, 0.9336, 2.2685], [-0.1862, 0.1439, -0.1095], [0.4619, 0.5809, -0.2259], [1.8046, -0.9472, 1.6137], [-0.9499, 1.8322, 0.5839], [-1.8301, 1.0932, 0.0001], [0.3786, 0.6255, 0.1643], [-2.1130, 2.5600, 2.1966], [-2.0626, 2.1819, -0.8105], [2.2480, -3.5366, 2.7679], [3.0190, -1.0295, 3.1887], [-0.8562, 1.6518, -0.3385], [1.9065, -2.1126, -1.4316], [-0.2319, 1.1541, -1.1725], [2.2207, -0.0247, 0.0317], [0.3008, -0.2901, 0.2757], [0.4500, 1.1117, 0.3190], [-1.7310, 0.6190, -0.5415], [0.4341, -0.3071, 0.0304], [1.7016, 0.3578, -0.7599], [0.2248, 1.1842, 0.0121], [0.2144, 0.6284, -0.4584], [-1.8895, 0.2170, -0.0303], [-0.4600, -0.1440, 0.2555], [-3.5110, 2.6932, 0.6252], [-0.3865, -0.3364, -0.7658], [0.0167, 0.3574, 0.6823], [0.8542, -0.2074, -0.0240], [0.8556, -0.8157, 0.0036], [0.3044, 0.3121, -0.4943], [-0.5832, -0.3029, 0.3910], [0.1633, -1.0640, 0.1947], [0.2021, 0.5011, 0.0453], [1.1273, -1.7103, 0.0773], [0.0794, -0.0457, 2.3334], [1.1314, 1.0487, 1.9801], [0.8471, -1.6810, 0.0852], [-0.4401, -0.2594, -1.0491], [1.4321, 0.5234, 0.9150], [-1.3295, -1.2372, 0.5746], [-0.8932, -0.3175, 1.6062], [-0.0550, 1.0177, -1.0580], [-0.9609, -0.8197, -0.6937], [-1.2661, -1.1360, -1.5042], [0.2491, -0.1437, 0.1098], [-0.0969, -0.1538, -0.1119], [0.1146, 0.5740, -0.2104], [-0.7614, 0.0790, -0.3482], [-0.2092, 0.6364, -0.4714], [0.4993, -0.5163, -0.0225], [-0.3385, 0.8489, -0.4963], [-0.4761, -0.1757, 0.2787], [-0.0422, 0.2040, -0.3476], [0.4048, -0.5160, 0.6664], [0.3886, -1.4641, 0.4631], [0.3616, -0.9572, 0.3132], [-0.2309, 0.4670, 0.1111], [0.0997, -0.3820, 0.2830], [-0.1147, 0.0786, -0.1832], [-0.2303, -1.2583, 0.1326], [-0.2946, 0.7299, -0.1615], [-0.5564, -0.0125, -0.4069], [0.0852, -0.8164, -0.7943], [0.1074, 0.8943, 1.1850], [1.9806, -1.9363, -0.9549], [-0.7885, -0.5115, 1.3807], [-0.8155, 0.4555, 0.7137], [3.3208, -2.9788, -0.8342], [1.1530, 1.0955, -2.0450], [-0.9206, 2.3414, -2.6659], [0.2480, 0.4245, -0.2986], [0.7168, -1.2578, 0.1628], [-0.2895, -0.9726, -0.5118], [-3.0240, -0.6182, 0.8667], [0.4534, -0.0210, -0.6557], [-0.1786, 0.5085, 0.5064], [-0.0949, 0.4498, -1.0037], [-0.4199, 0.3475, 0.2757], [0.1718, -0.3304, 0.2929], [-0.0088, -0.0093, -0.1516], [0.1517, 0.3600, -0.0650], [3.2949, -2.5525, -1.4374], [-0.2539, 0.3614, 0.7871], [0.4268, -0.0651, 0.1507], [1.2691, 0.0031, 0.4264], [0.6856, 0.4116, -0.6450], [0.2662, -0.5036, -0.0654], [2.2932, -1.4185, -0.5700], [0.1939, -0.1850, 0.6301], [0.9158, -0.1892, -0.3976], [0.1892, 0.3272, -0.4073], [0.0558, -0.3401, 0.3367], [0.2687, -0.4517, 1.2299], [-0.0867, 2.2599, -2.0135], [0.1732, -0.1576, -0.1024], [-0.2418, -0.6129, 0.2112], [-0.4393, 4.3227, -2.5417], [0.3784, -0.3236, -0.6322], [-0.1236, -0.1540, 0.2087], [0.1556, -0.9679, -0.2235], [0.1069, -0.0520, 1.1104], [-0.4951, -0.1170, -0.1899], [-0.4542, 0.3542, -0.3307], [-3.7462, 0.9797, -0.2307], [1.6047, 0.6766, 0.3001], [0.1213, 0.4415, 0.5963], [-3.4803, -0.3638, -1.4540], [-1.0248, 0.7102, -0.3543], [-1.2245, -2.1548, -0.9538], [-0.9502, -0.7928, 0.0302], [1.2909, -0.2093, -0.3964], [-0.4809, 0.4427, 0.1796], [0.0867, -0.6920, -0.1800], [-2.7421, -1.4731, 0.5712], [-2.7893, -0.7951, -0.4452], [2.0726, 0.4619, 1.0725], [3.2608, 1.0067, -3.0213], [-1.2026, -0.1040, 1.8363], [1.1316, 0.3838, -1.3202], [-0.0104, 0.1163, -0.0394], [-0.1788, -0.4441, -0.5909], [-0.0257, 0.0707, -0.0120], [-0.2923, 0.0603, 0.4095], [-1.8198, 1.0057, 0.8877], [-0.0722, 1.9756, -1.8838], [1.0316, -2.3391, 3.4599], [0.2105, -0.7870, -0.0470], [0.3979, -0.2697, -0.3241], [-0.0717, 0.0451, -0.6010], [-0.5284, 0.6893, -0.2093], [-0.1463, 0.4379, -0.2765], [-0.1438, 0.1559, 0.2784], [0.0068, 0.3487, 0.4278]],
  "total_energy_ev": -66657.0771,
  "smiles": "CC1(C)CCCC(C)(C)N1O.CC1(C)CCCC(C)(C)N1O.CC1(C)CCCC(C)(C)N1O.OCCO.OCCO.OCCO.OCCO.O",
  "gap_ev": 8.054,
  "homo_energy_ev": -8.16
}